one.
ORCA calculation (the ωB97M-V functional and the def2-TZVPD basis) on an isolated molecule of C5H8FNO.

Last column: Löwdin charge in e.
Geometry (Å):
1 O 0.651 1.535 -1.181  -0.0553
2 C 0.131 1.548 0.132  -0.2557
3 C 0.650 0.576 1.032  -0.2802
4 N 1.311 -0.514 0.285  -0.0286
5 C 0.317 -1.702 0.236  -0.0818
6 C -0.993 -0.903 0.203  -0.2255
7 F -1.340 -0.664 -1.248  -0.0939
8 C -0.818 0.403 0.715  -0.1376
9 H 1.212 0.627 -1.173  0.1433
10 H -0.161 2.522 0.527  0.1476
11 H 0.803 0.756 2.162  0.1686
12 H 2.210 -0.762 0.850  0.1583
13 H 0.661 -2.301 -0.544  0.0867
14 H 0.562 -2.455 1.039  0.1278
15 H -1.751 -1.635 0.546  0.1512
16 H -1.587 0.998 1.368  0.1752

Properties
LUMO level = 0.0238 Eh
SMILES string = O[C@@H]1[C@@H]2NC[C@H](F)[C@H]12
2S+1 = 1
Gap between HOMO and LUMO = 0.3554 hartree
Total charge = 0

two.
ORCA calculation (the ωB97M-V functional and the def2-TZVPD basis) on an isolated molecule of C5H8FNO.

Last column: Löwdin charge in e.
Geometry (Å):
1 O -2.886 -0.125 -0.197  -0.0313
2 N -1.891 -0.844 0.139  -0.0516
3 C -0.735 -0.302 0.068  -0.2224
4 C -0.388 1.091 -0.356  -0.1254
5 C 1.163 1.054 -0.346  -0.1371
6 C 1.408 -0.288 0.442  -0.2035
7 C 0.427 -1.347 0.304  -0.2701
8 F 0.595 -1.987 -0.917  0.0010
9 H -3.645 -0.705 0.242  0.1802
10 H -0.966 1.779 0.214  0.0976
11 H -0.788 1.528 -1.312  0.1311
12 H 1.437 0.893 -1.346  0.0827
13 H 1.831 1.848 0.113  0.1304
14 H 1.597 -0.131 1.603  0.1603
15 H 2.437 -0.463 0.157  0.1026
16 H 0.403 -2.002 1.190  0.1556

Properties
LUMO level = 0.0321 Eh
SMILES string = O/N=C1\CCC[C@@H]1F
2S+1 = 1
Gap between HOMO and LUMO = 0.3743 hartree
Total charge = 0

Among the structures above, stability is greatest for one.